1.
Formula: C5H14N3
Source: the OMol25 dataset
Level of theory: ωB97M-V with the def2-TZVPD basis set

Geometry (Å):
1 C 0.146 0.101 -2.411
2 C 0.910 -0.500 -1.217
3 N 1.642 0.556 -0.446
4 C -0.017 -1.347 -0.280
5 C -0.436 -0.583 0.966
6 N -0.215 -1.249 2.137
7 C -1.057 0.570 0.729
8 N -1.215 1.752 1.617
9 H 0.555 1.091 -2.648
10 H 0.274 -0.526 -3.285
11 H -0.893 0.391 -2.237
12 H 1.685 -1.116 -1.678
13 H 2.104 0.081 0.316
14 H 2.283 0.962 -1.119
15 H 0.561 -2.195 0.103
16 H -0.795 -1.781 -0.905
17 H -0.697 -0.926 2.955
18 H 0.501 -1.960 2.233
19 H -1.521 0.687 -0.236
20 H -2.060 2.232 1.344
21 H -0.404 2.359 1.497
22 H -1.353 1.400 2.565

Summary:
orbital gap: 8.77 eV
E_LUMO: -3.51 eV
charge: +1
structure (SMILES): C[C@@H](N)C/C(N)=C/[NH3+]

***

2.
Formula: C5H14N3
Source: the OMol25 dataset
Level of theory: ωB97M-V with the def2-TZVPD basis set

Geometry (Å):
1 C 1.013 1.447 0.061
2 C 1.435 2.922 0.300
3 C 0.479 1.337 -2.338
4 C 1.449 0.951 -1.251
5 C -0.375 -0.971 0.602
6 N 0.284 1.020 0.974
7 N -0.961 -1.548 1.537
8 N -2.335 -3.771 1.428
9 H 0.689 3.650 0.228
10 H 2.171 3.143 -0.418
11 H 1.763 2.918 1.402
12 H -0.451 0.849 -2.188
13 H 1.060 1.045 -3.224
14 H 0.241 2.328 -2.432
15 H 2.459 1.375 -1.295
16 H 1.459 -0.128 -1.123
17 H 0.029 -1.084 -0.406
18 H -1.517 -2.446 1.485
19 H -1.145 -0.891 2.349
20 H -3.238 -3.438 1.103
21 H -2.006 -4.578 0.838
22 H -2.503 -4.130 2.370

Summary:
orbital gap (alpha / beta): 9.15 / 9.15 eV
E_LUMO (alpha / beta): -3.71 / -3.71 eV
charge: +1

***

3.
Formula: C5H14N3
Source: the OMol25 dataset
Level of theory: ωB97M-V with the def2-TZVPD basis set

Geometry (Å):
1 C -1.668 1.829 1.701
2 C -1.663 0.518 0.903
3 C -2.038 0.290 -0.356
4 N -2.035 -1.012 -0.944
5 H -2.038 2.677 1.108
6 H -2.307 1.763 2.604
7 H -0.667 2.130 2.063
8 H -1.419 -0.384 1.472
9 H -2.326 1.166 -0.989
10 H -2.855 -1.150 -1.489
11 H -1.989 -1.712 -0.218
12 C 2.486 -1.980 0.078
13 N 2.019 -0.615 -0.008
14 C 1.635 -0.075 -1.129
15 N 1.416 1.223 -1.329
16 H 2.299 -2.333 1.072
17 H 3.613 -2.084 -0.167
18 H 1.909 -2.641 -0.596
19 H 2.081 -0.029 0.833
20 H 1.461 -0.787 -1.950
21 H 1.254 1.727 -0.488
22 H 0.832 1.479 -2.169

Summary:
orbital gap: 8.10 eV
E_LUMO: -3.53 eV
charge: +1

***

4.
Formula: C5H14N3
Source: the OMol25 dataset
Level of theory: ωB97M-V with the def2-TZVPD basis set

Geometry (Å):
1 C -1.416 -1.014 1.968
2 C -1.581 -1.407 0.704
3 N -0.519 -2.026 -0.062
4 N -2.337 -0.240 2.660
5 H -0.494 -1.222 2.501
6 H -2.492 -1.211 0.162
7 H -0.037 -1.169 -0.924
8 H 0.255 -2.292 0.541
9 H -0.828 -2.871 -0.537
10 H -3.263 -0.272 2.265
11 H -2.380 -0.465 3.644
12 N 0.578 -0.242 -1.632
13 C 1.219 0.728 -0.693
14 C 1.994 2.946 -1.476
15 C 2.199 1.642 -1.363
16 H 1.283 -0.651 -2.232
17 H -0.037 0.284 -2.240
18 H 1.710 0.150 0.093
19 H 0.419 1.307 -0.237
20 H 2.715 3.590 -1.960
21 H 1.113 3.429 -1.074
22 H 3.097 1.178 -1.757

Summary:
orbital gap: 9.36 eV
E_LUMO: -2.75 eV
charge: +1

***

5.
Formula: C5H14N4
Source: the OMol25 dataset
Level of theory: ωB97M-V with the def2-TZVPD basis set

Geometry (Å):
1 C 0.911 -1.737 0.018
2 C -1.268 -0.956 1.667
3 C -1.822 0.762 0.077
4 N 0.048 -0.675 -0.496
5 N -0.740 0.002 0.704
6 C 0.798 0.339 -1.151
7 N 0.483 0.472 -2.533
8 N 1.439 1.359 0.911
9 C 1.539 1.252 -0.453
10 H 0.976 1.231 -2.986
11 H 0.621 -0.392 -3.046
12 H 0.293 0.798 1.153
13 H 1.780 2.248 1.253
14 H 2.018 2.058 -1.008
15 H 0.312 -2.559 0.411
16 H 1.619 -1.393 0.780
17 H 1.478 -2.112 -0.834
18 H -1.905 -0.419 2.373
19 H -1.869 -1.730 1.178
20 H -2.569 0.096 -0.365
21 H -1.393 1.385 -0.703
22 H -2.292 1.395 0.832
23 H -0.455 -1.423 2.217

Summary:
orbital gap: 7.33 eV
E_LUMO: 0.98 eV

***

For each record above, in turn, the calculated M values are 116.19 116.19 116.19 116.19 130.19 g mol⁻¹.
For each record above, in turn, the calculated strongest force on any atom values are 0.0345 0.1068 0.0411 0.0121 0.0412 hartree/bohr.
For each record above, in turn, the calculated ΔE to the lowest compared entry with this formula, charge and spin values are 231.3 494.0 160.0 186.8 291.2 kJ/mol.